1.
Entry from the Open Molecules 2025 dataset: a 3-piece molecular cluster, C26H61N3O10P3 overall (ωB97M-V/def2-TZVPD).

Values from the calculation:
Energy = -2967.40615 hartree
E_HOMO = -10.989 eV
Largest force on an atom = 9.5 eV/Å

ORCA input file:
```
! RIJCOSX wB97M-V def2-TZVPD def2/J DEFGRID3
* xyz 1 1
P -1.10684 -4.95348 5.08629
P 2.92131 1.35950 -7.04505
P -2.25494 2.03674 2.43344
O 1.57280 3.33345 0.49007
O 2.21402 0.84535 -5.76730
O 4.38578 1.58145 -6.27595
O 0.98969 1.87599 4.69673
O 2.39114 2.93061 -6.92687
O -1.98332 -5.28276 6.46787
O -0.06515 -3.85072 5.76618
O 0.03807 -6.11061 5.67207
O 3.71161 1.93397 -8.47274
O -2.13149 -3.91788 4.56202
N -0.52880 3.04503 -0.89230
N 0.01190 -0.02048 -2.28165
N -1.41186 1.28636 1.15203
C 4.87666 1.33004 -8.99516
C -0.31352 -7.44386 5.97837
C -0.49723 -8.27552 4.73213
C -1.51312 3.73737 3.03893
C -1.97203 0.89780 4.00269
C 1.31804 1.97560 3.37709
C 4.89836 0.59155 -5.38915
C -1.53622 1.99339 -1.41565
C 1.03076 0.90802 2.22815
C -1.15977 4.26838 -0.30139
C -1.07060 -1.75193 6.42092
C 1.32971 3.30766 -6.06808
C -0.12922 -2.46732 5.46878
C -3.39350 -5.47402 6.40562
C -1.13763 5.51989 -1.41796
C 0.04630 1.23126 0.97725
C -2.63085 -0.37112 -0.46455
C -0.94131 1.07108 -2.63118
C -2.84487 2.72944 -2.17119
C -3.45378 0.14693 4.20397
C 0.60528 2.41087 -0.08254
C 5.58738 -0.53783 -6.13167
C 4.56652 0.03383 -9.70380
C -2.20600 1.18258 -0.16048
C 1.85153 3.67005 -4.68934
C -3.75984 -6.88134 5.97337
H 0.88004 -2.06325 5.59917
H -1.98141 6.30288 -1.13987
H -0.10934 6.08691 -1.36621
H -0.47480 1.80601 -3.44571
H -1.25069 -7.83727 4.07107
H -3.38724 -7.61837 6.68849
H -0.73348 -1.87405 7.45549
H -3.44048 -0.74466 3.41259
H -0.04903 3.37148 -1.78727
H 0.56005 2.53070 -6.02494
H 0.19242 0.22736 0.31640
H -4.25879 0.90756 3.80759
H -2.08495 -2.15811 6.37399
H 5.64016 1.20180 -8.22825
H -1.31010 5.15114 -2.51457
H 2.08452 0.61804 1.74102
H -0.80054 -9.29464 4.99017
H -1.21877 0.03053 3.79418
H 0.43621 -8.32389 4.16390
H 1.02924 3.96417 -4.03072
H -0.39852 -2.29942 4.42132
H 4.12381 0.19095 -4.73111
H 5.94974 -1.29608 -5.43027
H -0.33694 -0.97010 -2.60582
H 0.66577 -0.11518 2.72434
H 2.56222 4.50037 -4.75564
H 5.48484 -0.43333 -10.07207
H -3.32845 -7.11837 4.99750
H 0.51446 -7.86273 6.56426
H -1.87215 0.56706 -3.18268
H -0.45171 3.95735 2.62525
H -2.25440 4.10350 0.14751
H 1.97587 2.94398 3.14022
H -3.32482 -0.50705 -1.39654
H 1.24552 1.85236 -0.92872
H -1.66285 -1.06892 -0.50354
H 6.44534 -0.16660 -6.69694
H -1.48488 3.81630 4.21767
H 4.90612 -1.01715 -6.83931
H -1.11414 -0.68360 6.19019
H 1.25827 3.82530 1.29510
H -3.53026 1.88263 -2.65989
H -1.75634 1.52529 4.96694
H -0.57159 4.75709 0.61521
H -4.84672 -6.99465 5.90958
H -3.23097 1.74283 0.09386
H 4.05281 -0.66748 -9.03971
H 0.89902 0.18552 -2.83302
H 2.38743 2.83794 -4.22403
H 3.90216 0.21266 -10.55421
H -2.52125 3.42184 -3.05501
H -3.78528 -5.29717 7.41345
H 5.30146 2.03639 -9.71965
H -3.87737 -4.74295 5.75383
H -3.22734 -0.75076 0.49759
H -2.25154 4.59487 2.66644
H 5.62797 1.08951 -4.74092
H -1.18598 -7.48891 6.62975
H 0.85628 4.19037 -6.51031
H -3.53831 3.29467 -1.41305
H -3.63526 -0.22794 5.29594
*
```

2.
Entry from the Open Molecules 2025 dataset: a 2-piece molecular cluster, C4H11OP overall (ωB97M-V/def2-TZVPD).

Values from the calculation:
Energy = -575.50836 hartree
E_HOMO (alpha / beta) = -8.261 / -8.094 eV
Largest force on an atom = 2.4 eV/Å

ORCA input file:
```
! RIJCOSX wB97M-V def2-TZVPD def2/J DEFGRID3
* xyz 0 1
P 0.63043 1.05601 0.33976
O 1.10923 2.09577 -0.57456
C -2.56871 -0.14072 -0.58816
C 2.69983 -0.69018 -0.05204
C 1.18273 -0.64065 -0.14779
C -2.25870 0.63008 0.63654
H 3.08407 -1.62672 -0.45445
H -3.65419 -0.26573 -0.68338
H 3.02202 -0.60390 0.98681
H -2.23745 0.11038 1.57912
H -2.12292 -1.13233 -0.56375
H -2.55735 1.66469 0.66728
H 0.70447 -1.37202 0.50362
H 1.21289 1.20653 1.62441
H -2.22781 0.38620 -1.47814
H 3.13024 0.13587 -0.61777
H 0.85121 -0.81331 -1.17750
*
```

3.
Entry from the Open Molecules 2025 dataset: C49H63AlF11N2O41P2S2 as an isolated structure (ωB97M-V/def2-TZVPD).

Values from the calculation:
Energy = -7919.79844 hartree
E_HOMO = -5.683 eV
Largest force on an atom = 3.9 eV/Å

ORCA input file:
```
! RIJCOSX wB97M-V def2-TZVPD def2/J DEFGRID3
* xyz -1 1
S 1.47929 4.27052 1.17373
S 4.20456 -0.60938 -4.09848
P 2.03579 2.58253 -3.46052
P 3.27400 3.83797 -4.65536
Al 3.47456 0.90817 -2.59646
F 0.77120 12.59854 -4.06455
F -5.23649 8.67134 2.34756
F -1.98321 -1.41303 -8.93017
F -2.39613 10.98957 0.94873
F 1.58273 -11.11362 -0.55065
F 5.72076 6.57502 -9.21575
F -3.73609 -11.93759 9.03012
F -3.11770 5.43901 -6.64826
F 1.02174 -12.97451 1.97326
F -6.81500 -5.99377 6.36073
F -1.87777 -6.74014 4.69955
O -2.39326 8.81998 3.62889
O 0.94784 10.49602 -1.33713
O -1.62168 1.59260 -7.26794
O 2.43309 -0.01431 -1.43547
O -3.67477 -9.75630 8.42627
O -7.34936 7.82087 4.93984
O -0.16623 -8.21853 -1.24319
O 4.64023 1.44268 -1.36231
O -4.50984 -8.37010 5.37724
O -3.29148 -8.80603 10.40375
O -9.33860 8.37999 4.04924
O 1.73264 -4.94647 2.79530
O -1.44725 2.99376 -9.02199
O -5.74256 -10.24124 5.56020
O -0.35690 5.23731 -3.16021
O 1.80051 6.88614 0.84177
O 2.46937 -12.49097 3.64166
O 5.77524 6.37463 -5.76845
O 1.01766 -7.07422 2.85163
O 0.47368 11.92686 0.32101
O 4.32314 -12.60920 4.92891
O 4.73658 3.90787 -4.04912
O -2.11611 -5.32844 -1.62251
O -1.55531 0.76917 -9.34051
O -1.02442 -7.77449 0.78201
O -0.25465 -5.47038 3.74274
O 0.13548 -9.67406 0.41641
O 7.37555 7.88455 -5.29711
O 2.75558 5.34392 -4.53388
O -1.93456 5.64593 -4.73009
O -3.73967 -7.51403 8.61894
O 0.70731 12.66177 -1.80337
O 4.33864 -13.39491 2.81910
O -2.55886 10.99919 3.20778
O 6.89298 7.34410 -7.43594
O 3.27848 3.41289 -6.04316
O -2.38056 -4.69465 -3.74394
O -6.57294 -8.24627 6.21797
O -2.91750 10.22802 5.29700
O -0.06798 4.55338 -5.28278
O -7.41640 8.82290 2.94713
N -0.08517 7.50791 0.04165
N -0.14124 6.13186 0.29183
C 4.21951 4.39281 0.49358
C -0.92006 -4.67747 -1.15970
C 0.76320 -2.04570 0.23395
C 4.39168 1.94019 1.02063
C -6.07615 8.91605 3.38932
C 5.14616 5.94188 -6.99150
C 5.11985 3.21385 0.74671
C 0.47135 -10.36286 -0.77371
C -3.32593 -10.22296 10.63012
C -3.09263 -10.76642 9.23451
C 6.22750 6.22369 -8.00753
C 3.77177 -12.81273 3.90618
C 0.68601 11.71844 -0.82292
C 6.74439 7.26493 -6.08192
C -0.04168 -3.23868 0.69575
C -1.87401 5.66219 -6.14328
C -3.95028 -3.91802 -2.14979
C 3.81872 1.38653 -0.23543
C -0.73627 5.14517 -4.27599
C -1.19697 -3.50646 -0.26001
C -1.89682 10.43255 2.07710
C -1.09338 -6.60377 3.59226
C -1.53640 1.89938 -8.58480
C 1.32377 12.08088 -2.94204
C -4.79615 -6.97491 5.55901
C -5.93699 -7.01715 6.54812
C 3.18438 0.03856 -0.23783
C -0.09299 -7.72948 3.47226
C -1.30782 -0.33005 -8.47575
C 2.57469 -0.44410 1.04000
C -5.61706 -9.07322 5.70029
C -0.91945 4.52789 -6.43744
C 3.31608 -13.59921 1.83611
C -0.41574 -8.47792 0.05206
C 0.92421 -5.74716 3.10512
C -8.16017 8.34019 3.98829
C -3.58496 -8.58311 9.10545
C 0.72602 -9.22460 -1.74100
C -2.64525 10.03213 4.15871
C 0.99812 10.61100 -2.76705
C -2.75843 -4.67007 -2.58937
C 1.04355 7.88348 0.36786
C 0.96825 5.82680 0.73446
C 2.28838 -12.56416 2.23894
C 2.04043 -1.86076 1.01033
C -6.00353 7.82931 4.43995
C -1.84891 0.17697 -7.15921
C -2.26860 8.97117 2.19883
C 3.19748 4.61023 1.59389
H 2.92052 -14.61127 1.92528
H 4.01832 -0.65071 -0.43423
H 1.03095 -2.21730 -0.78418
H 1.66544 3.34665 -2.34106
H 5.16204 4.72547 -4.33094
H -1.28455 -2.64343 -0.89228
H 3.77391 4.35809 -0.48359
H -2.91562 -0.01094 -7.06035
H -1.42242 3.57024 -6.49384
H 0.56066 -4.12506 0.65879
H -3.64080 -2.97218 -1.75667
H -0.31887 -4.36133 -1.99025
H -1.33449 -0.23301 -6.30019
H 4.86140 4.89268 -6.93693
H -3.22025 8.75683 1.73313
H 0.21461 -8.10741 4.44920
H 3.61788 2.05384 1.75057
H 1.40800 8.86977 0.29796
H -5.77033 6.86084 3.99744
H -5.10298 -6.54055 4.60691
H -5.88760 9.92221 3.76628
H -0.36190 -5.41517 -0.61843
H 1.75237 9.95110 -3.18425
H -0.44565 -8.54987 2.86867
H 3.70238 -13.45114 0.83232
H 3.23215 5.63479 1.87926
H -0.34970 -11.02270 -1.05441
H 6.94367 5.41381 -8.14717
H -1.72626 -6.46878 2.71947
H 5.77136 3.48541 1.55486
H -5.62903 -7.03844 7.58596
H 0.14420 -1.16914 0.21240
H 5.07007 1.22058 1.45037
H 1.75293 -8.86463 -1.67743
H -2.14257 -3.60242 0.24195
H -2.56284 -10.52095 11.34211
H 3.43898 4.02624 2.45298
H 2.79834 -2.45716 0.53833
H -4.30672 -10.50827 11.00997
H -0.83012 10.64496 2.13533
H -4.48971 -4.47549 -1.41588
H 4.85886 5.25353 0.49560
H 2.80826 5.61519 -3.61322
H 2.44287 -11.57897 1.80055
H 0.02606 10.35547 -3.18726
H 1.94262 -2.23592 2.01099
H 1.82635 0.22127 1.44572
H -2.04371 -10.88485 8.96083
H -4.59205 -3.75430 -2.98261
H -0.41445 -3.12748 1.69513
H -1.53262 6.64393 -6.47625
H 3.24448 -0.55937 -5.00332
H 2.97052 2.05020 -0.47379
H 0.49565 -9.47428 -2.77161
H 4.25424 6.54028 -7.17183
H -1.51908 8.30207 1.79247
H -3.93024 -6.44273 5.93340
H -5.29208 8.04504 5.23148
H 2.38907 12.31428 -2.93199
H 5.74475 3.05396 -0.10914
H -0.24080 -0.55215 -8.47227
H 3.38251 -0.44484 1.74944
H -0.34680 4.67786 -7.34594
*
```

What is the energy in the first record? -2967.40615 hartree

Among the records above, which one has the lowest energy? C49H63AlF11N2O41P2S2